A cluster of 5 separate species, C22H50NO10P2S4 in total at a distorted geometry. Source: OMol25; level of theory: ωB97M-V/def2-TZVPD.

Structure (XYZ):
```
89
Properties=species:S:1:pos:R:3:forces:R:3:lowdin_charge:R:1
C 2.283 -2.538 1.348 -0.6 -0.8 -0.8 -0.209
C 2.200 -1.082 0.595 0.6 -0.4 -1.2 -0.482
P 2.951 0.377 1.594 0.3 -0.8 1.5 0.792
C 4.804 0.116 1.980 2.3 -0.6 0.0 -0.492
C 5.414 1.373 2.894 -0.3 0.5 -0.3 -0.213
P 2.777 2.105 0.205 -2.0 -0.1 0.4 0.323
O 4.197 1.638 -0.751 0.4 2.0 -2.5 -0.427
C 4.365 2.500 -1.968 -1.2 1.4 0.3 -0.201
C 2.784 2.861 -2.363 1.6 -0.5 0.4 -0.398
N 2.196 1.635 -3.039 0.6 -0.6 -0.1 -0.017
O 2.236 3.265 -1.027 1.3 -0.6 -3.6 -0.394
H 3.378 -2.880 1.610 -2.1 1.0 -0.4 0.060
H 1.599 -2.633 2.307 1.5 0.5 -1.8 0.066
H 1.868 -3.359 0.588 0.8 1.7 1.6 0.060
H 1.087 -0.746 0.327 3.1 -0.9 0.9 0.022
H 2.785 -1.148 -0.441 -1.2 -0.1 2.0 0.082
H 5.038 -0.874 2.600 -0.7 1.9 -1.3 0.059
H 5.478 0.033 1.001 -1.4 0.3 1.9 0.065
H 5.164 1.227 4.035 0.6 0.2 -2.2 0.057
H 6.588 1.465 2.731 -2.5 -0.3 0.4 0.065
H 4.925 2.418 2.592 1.1 -2.4 0.5 0.052
H 3.476 3.057 1.037 0.7 -0.2 -0.7 -0.015
H 1.619 2.485 1.016 0.1 0.0 -0.1 -0.047
H 1.831 1.240 -0.452 0.4 -0.5 -0.6 -0.038
H 5.042 2.037 -2.804 -1.6 0.3 1.6 0.108
H 4.812 3.579 -1.808 -0.4 -2.1 0.5 0.105
H 2.645 3.685 -3.214 0.5 -1.2 2.2 0.139
H 2.390 0.753 -2.502 -0.2 1.4 -0.3 0.056
H 2.716 1.485 -3.956 -0.8 0.6 1.5 0.082
C -3.909 -0.622 0.103 -0.2 0.1 0.0 -0.219
C -3.424 -0.531 -1.343 -0.3 -0.1 -0.3 -0.214
C -1.909 -0.333 -1.307 -0.1 0.3 -0.6 -0.212
S -1.341 -1.097 0.204 -0.4 0.1 0.1 0.663
O -0.819 -0.065 1.075 -0.1 -0.5 -0.1 -0.324
O -0.588 -2.292 -0.120 -0.1 0.1 0.2 -0.343
C -2.950 -1.577 0.800 -0.4 -0.2 0.3 -0.241
H -4.942 -0.976 0.164 0.1 0.0 0.0 0.115
H -3.860 0.367 0.573 0.0 -0.1 0.0 0.119
H -3.661 -1.465 -1.867 0.0 0.2 0.1 0.104
H -3.916 0.283 -1.884 0.2 -0.1 0.0 0.113
H -1.421 -0.809 -2.161 0.1 0.2 0.2 0.110
H -1.645 0.728 -1.271 0.1 -0.2 0.1 0.105
H -2.984 -1.502 1.888 0.2 0.0 -0.1 0.108
H -3.128 -2.611 0.488 0.1 0.4 0.1 0.063
C -2.510 4.715 -3.366 -0.1 0.1 0.2 -0.231
C -0.986 4.727 -3.257 0.1 0.3 0.1 -0.211
C -0.485 3.346 -3.678 0.4 0.2 0.4 -0.234
S -1.697 2.703 -4.821 0.6 0.1 0.0 0.669
O -2.329 1.547 -4.221 0.0 0.0 -0.4 -0.333
O -1.126 2.670 -6.153 -0.4 -0.4 0.2 -0.339
C -2.822 4.081 -4.713 -0.5 0.4 0.0 -0.247
H -2.930 5.722 -3.289 0.0 -0.1 0.0 0.112
H -2.934 4.108 -2.558 0.0 0.1 -0.1 0.119
H -0.578 5.489 -3.932 -0.1 -0.1 0.1 0.117
H -0.655 4.975 -2.243 0.0 -0.1 -0.2 0.123
H 0.487 3.405 -4.174 -0.3 -0.3 0.1 0.085
H -0.428 2.664 -2.825 0.1 0.0 -0.3 0.097
H -3.852 3.730 -4.795 0.2 -0.1 -0.1 0.104
H -2.591 4.766 -5.534 0.0 -0.2 0.1 0.105
C 0.333 1.109 6.868 -0.2 -0.1 0.2 -0.241
C 0.490 0.042 5.786 0.0 -0.2 0.1 -0.227
C 0.500 0.757 4.436 -0.4 -0.6 0.0 -0.241
S 1.141 2.396 4.743 0.7 -0.1 -1.0 0.649
O 0.090 3.358 4.484 0.3 0.0 0.1 -0.332
O 2.460 2.511 4.152 -0.8 0.5 0.5 -0.351
C 1.316 2.212 6.507 0.0 0.0 0.7 -0.248
H 0.530 0.706 7.866 0.0 0.1 -0.1 0.108
H -0.691 1.500 6.856 0.1 0.0 0.0 0.116
H 1.440 -0.487 5.930 -0.1 0.1 0.0 0.117
H -0.310 -0.703 5.832 0.1 0.1 0.0 0.110
H 1.142 0.245 3.714 0.0 0.4 -0.2 0.038
H -0.510 0.859 4.029 0.2 0.1 0.0 0.104
H 1.102 3.159 7.004 0.1 0.0 -0.2 0.103
H 2.346 1.904 6.710 -0.1 0.1 -0.1 0.106
C -2.874 -7.278 -1.605 0.1 -0.2 -0.2 -0.230
C -1.687 -6.319 -1.673 0.3 -0.1 0.2 -0.213
C -2.199 -4.994 -2.235 0.6 0.1 -0.2 -0.211
S -3.923 -4.891 -1.781 0.1 0.0 -0.1 0.686
O -4.722 -4.938 -2.988 0.0 0.2 0.5 -0.319
O -4.092 -3.857 -0.779 -0.5 -0.3 -0.6 -0.333
C -4.012 -6.482 -0.984 -0.1 -0.5 0.3 -0.237
H -2.641 -8.172 -1.019 -0.1 0.1 -0.1 0.116
H -3.149 -7.598 -2.618 0.0 0.0 0.1 0.120
H -1.288 -6.161 -0.663 0.0 0.0 -0.2 0.124
H -0.876 -6.722 -2.287 -0.1 0.1 0.1 0.118
H -1.660 -4.142 -1.812 -0.2 0.0 -0.1 0.094
H -2.134 -4.971 -3.327 -0.2 0.1 0.2 0.112
H -4.993 -6.931 -1.153 0.0 0.2 0.0 0.108
H -3.847 -6.330 0.087 0.0 0.1 -0.1 0.111
```
Positions in Å, forces in eV/Å.

The gap between HOMO and LUMO comes out at 5.004 eV. The value obtained for the HOMO energy is -3.1 eV. As for the charge: -1. As for the largest force on an atom: 0.075 Eh/bohr. The value obtained for the molar mass is 678.9 g mol⁻¹.

***

A cluster of 7 separate species, C22H50O19S3 in total at a distorted geometry. Source: OMol25; level of theory: ωB97M-V/def2-TZVPD.

Structure (XYZ):
```
94
Properties=species:S:1:pos:R:3:forces:R:3:lowdin_spin:R:1
C 7.727 -10.016 -1.259 -1.6 2.0 2.6 0.005
C 8.756 -10.538 -2.144 -0.8 -2.2 -2.0 0.006
C 9.980 -9.779 -1.908 0.4 0.1 0.8 0.053
O 9.892 -9.362 -0.475 -0.7 0.4 -0.3 0.678
C 8.505 -9.341 -0.054 -0.6 -1.9 -2.6 0.085
H 6.971 -10.692 -0.858 0.4 -0.4 -0.1 0.001
H 7.124 -9.227 -1.709 0.2 0.1 -0.2 0.001
H 8.396 -10.423 -3.167 0.3 0.1 -0.2 -0.001
H 8.883 -11.616 -2.040 0.3 0.0 0.3 0.001
H 9.974 -8.864 -2.499 0.3 0.6 0.3 0.037
H 10.899 -10.336 -2.091 0.2 0.4 0.5 0.012
H 8.129 -8.323 0.045 0.6 0.6 0.3 0.047
H 8.330 -9.913 0.857 0.8 0.2 0.5 0.034
O 8.428 -3.352 3.536 1.6 -1.6 0.0 0.000
S 9.254 -4.486 3.946 -1.4 1.3 2.1 0.000
O 8.590 -5.445 4.843 1.6 0.9 -1.4 0.000
O 9.817 -5.286 2.659 -0.1 0.5 0.4 0.000
C 9.220 -6.572 2.357 0.0 -0.2 -0.1 0.000
C 7.674 -6.551 2.201 0.8 0.3 0.7 0.004
C 10.832 -3.770 4.793 -0.7 -0.9 -1.6 0.000
H 9.583 -7.276 3.105 -0.6 0.1 0.5 0.000
H 9.778 -6.917 1.486 -0.2 0.5 -0.5 0.000
H 7.293 -6.758 3.201 -0.4 -0.4 -0.3 0.000
H 7.306 -7.223 1.426 0.0 -0.2 0.3 0.002
H 7.265 -5.569 1.962 0.4 0.1 -0.2 0.000
H 10.612 -3.637 5.852 -0.1 -0.2 -0.3 0.000
H 11.117 -2.845 4.290 -0.6 0.1 0.1 0.000
H 11.656 -4.452 4.583 -0.2 -0.3 0.4 0.000
O 5.862 -16.352 -5.069 -1.6 1.7 0.4 0.000
S 4.794 -15.351 -5.006 0.3 0.5 -1.0 0.000
O 3.828 -15.288 -3.928 1.4 -0.1 -0.9 0.000
O 5.486 -13.803 -5.173 -1.9 -1.7 -0.4 0.000
C 6.835 -13.596 -4.875 0.6 0.3 1.7 0.000
C 6.985 -13.641 -3.289 0.7 0.0 -1.9 0.000
C 3.850 -15.329 -6.578 0.6 0.1 0.1 0.000
H 7.097 -12.614 -5.269 -0.4 0.3 0.1 0.000
H 7.468 -14.251 -5.473 0.1 -0.6 0.6 0.000
H 6.710 -14.648 -2.975 0.1 0.2 0.3 0.000
H 6.385 -12.867 -2.811 -0.4 -0.2 -0.2 0.000
H 8.015 -13.409 -3.016 0.2 -0.4 0.0 0.000
H 3.484 -14.326 -6.798 -0.1 0.0 0.5 0.000
H 3.031 -16.044 -6.514 0.1 0.1 0.3 0.000
H 4.496 -15.589 -7.417 0.2 -0.2 0.3 0.000
O 12.564 -13.876 -0.065 0.3 0.4 -0.3 0.003
S 12.566 -12.922 0.993 0.4 0.1 2.3 0.003
O 12.366 -13.379 2.371 -0.1 0.9 -2.2 0.007
O 14.033 -12.127 1.000 -1.8 -0.9 -0.9 0.003
C 14.217 -11.284 2.134 -0.6 1.7 1.0 0.000
C 15.058 -10.045 1.787 -0.1 -0.9 -0.5 0.000
C 11.318 -11.578 0.575 1.2 -0.3 1.4 0.006
H 14.526 -11.838 3.020 0.3 -0.2 -0.3 0.000
H 13.271 -10.810 2.396 -0.5 -0.5 0.3 0.000
H 15.873 -10.365 1.137 0.3 0.4 0.2 0.000
H 15.390 -9.512 2.678 0.2 -0.3 0.0 0.000
H 14.429 -9.345 1.238 0.1 0.0 -0.2 0.000
H 10.563 -11.932 -0.127 0.4 -0.2 0.0 0.001
H 11.908 -10.696 0.326 0.0 -0.2 -0.6 0.001
H 10.851 -11.320 1.526 -0.2 -0.3 0.0 0.000
C 9.582 -15.717 1.263 2.2 -1.1 0.1 0.000
O 8.361 -15.294 1.784 -0.8 0.8 0.0 0.000
C 7.836 -14.125 1.478 0.2 0.5 -0.5 0.000
O 8.410 -13.160 0.927 -1.6 -2.1 1.3 0.000
O 6.513 -14.223 1.859 2.2 0.2 -0.8 0.000
C 5.823 -13.056 1.518 -0.5 1.3 0.0 0.000
H 9.904 -15.356 0.286 -0.8 0.1 -0.2 0.000
H 9.537 -16.805 1.309 -0.2 0.0 -0.5 0.000
H 10.448 -15.522 1.895 -0.3 0.7 0.5 0.000
H 6.070 -12.287 2.249 -0.2 0.2 0.0 0.000
H 4.745 -13.218 1.520 0.2 -0.3 0.0 0.000
H 6.169 -12.712 0.543 -0.3 0.0 -0.1 0.000
C 8.869 -6.314 -2.394 0.0 -0.9 -1.1 0.001
O 7.598 -6.594 -1.725 3.7 -0.6 0.4 0.004
C 6.489 -6.193 -2.272 -2.9 2.2 -0.3 0.000
O 6.279 -5.580 -3.280 1.1 -0.3 -0.6 0.000
O 5.539 -6.438 -1.383 -0.4 -1.1 1.7 0.000
C 4.252 -5.834 -1.487 -0.6 0.2 -2.0 0.000
H 8.996 -6.995 -3.236 -0.6 0.0 -0.5 0.001
H 9.741 -6.625 -1.819 -0.5 0.5 1.1 0.000
H 9.022 -5.316 -2.804 -0.6 0.1 0.5 0.000
H 3.510 -6.282 -0.826 0.8 0.2 0.6 0.000
H 3.832 -6.037 -2.472 0.2 -0.2 -0.3 0.000
H 4.313 -4.746 -1.487 0.1 -0.1 0.7 0.000
C 12.334 -12.550 -4.002 0.0 -1.4 0.3 0.001
O 13.761 -12.569 -4.154 0.4 0.9 0.2 0.000
C 14.468 -11.476 -4.580 -0.1 -0.8 -1.9 0.000
O 13.995 -10.434 -4.967 0.2 -0.7 1.2 0.000
O 15.783 -11.763 -4.754 -0.6 1.1 0.3 0.000
C 16.297 -13.074 -4.873 -0.8 -1.8 0.8 0.000
H 11.789 -12.761 -4.923 0.3 0.7 -0.3 0.000
H 11.874 -11.760 -3.407 0.6 0.5 -0.4 0.000
H 12.157 -13.459 -3.428 0.1 0.0 0.2 0.000
H 16.234 -13.645 -3.946 0.0 0.4 0.5 0.000
H 17.350 -13.110 -5.152 -0.3 0.7 -0.3 0.000
H 15.667 -13.689 -5.515 0.2 0.3 -0.6 0.000
```
Positions in Å, forces in eV/Å.

The gap between HOMO and LUMO (alpha / beta) comes out at 10.151 / 3.753 eV. The value obtained for the HOMO energy (alpha / beta) is -12.8 / -12.8 eV. As for the charge: +1. The spin multiplicity is 2. As for the largest force on an atom: 0.073 Eh/bohr. The value obtained for the molar mass is 714.8 g mol⁻¹.